Here is the molecule C4H5NO at a distorted geometry from OMol25. Energies are from ωB97M-V/def2-TZVPD.

Summary:
SMILES string   [H]/N=C1/C=CCO1
LUMO level   0.9 eV
Spin multiplicity   1
Frontier orbital gap   10.73 eV
Maximum force   4.0 eV/A

```
11
Properties=species:S:1:pos:R:3:nbo_charge:R:1
H 2.818 -0.849 -0.064 0.37
N 2.355 0.056 -0.233 -0.74
C 1.094 0.017 -0.106 0.55
C -0.094 1.362 -0.314 -0.29
C -1.223 0.743 -0.063 -0.24
C -1.033 -0.723 0.269 -0.09
O 0.343 -1.036 0.213 -0.49
H 0.911 1.616 -0.467 0.31
H -2.244 1.129 -0.063 0.23
H -1.547 -1.364 -0.451 0.20
H -1.381 -0.951 1.278 0.20
```

---

Here is the molecule C4H5NO at a distorted geometry from OMol25. Energies are from ωB97M-V/def2-TZVPD.

Summary:
SMILES string   N#CC[C@H]1CO1
LUMO level   0.9 eV
Spin multiplicity   1
Frontier orbital gap   11.80 eV
Maximum force   1.1 eV/A

```
11
Properties=species:S:1:pos:R:3:nbo_charge:R:1
N 2.593 0.876 -0.253 -0.32
C 1.779 0.057 -0.189 0.28
C 0.673 -0.902 -0.109 -0.54
C -0.543 -0.234 0.522 0.06
C -1.139 0.929 -0.128 -0.11
O -1.761 -0.351 -0.186 -0.48
H 0.985 -1.787 0.456 0.26
H 0.407 -1.223 -1.123 0.27
H -0.632 -0.334 1.604 0.20
H -1.651 1.680 0.471 0.19
H -0.710 1.287 -1.064 0.19
```